Entry from the Open Molecules 2025 dataset: a molecular structure, C14H15N3O9P2Pd (ωB97M-V/def2-TZVPD).

- Spin multiplicity: 1
- E: -2194.793514 Eh
- Charge: -2
- Kohn-Sham gap: 5.20 eV
- LUMO energy: 4.94 eV

XYZ file:
```
44
Properties=species:S:1:pos:R:3:forces:R:3:nbo_charge:R:1
Pd 0.113506 0.211613 0.219745 0.37 0.64 0.21 0.17
O 4.783085 0.326899 -0.579550 0.05 -0.04 -0.05 -0.66
C 3.561450 0.162526 -0.564996 -0.22 0.08 0.10 0.63
N 2.703112 -0.035904 0.446277 0.26 0.03 -0.05 -0.70
C 3.115752 -0.377253 1.677919 -0.10 -0.17 -0.08 0.63
O 4.213852 -0.783573 2.063203 0.02 0.05 0.03 -0.66
C 1.998760 -0.297721 2.717035 0.09 0.06 0.14 0.13
C 2.366283 -0.250346 4.060301 -0.01 0.00 -0.05 -0.24
C 1.381227 -0.141699 5.023280 0.02 0.00 0.03 -0.20
C 0.055444 -0.104475 4.617853 -0.04 0.00 -0.02 -0.28
C -0.233052 -0.182469 3.264223 0.02 0.00 0.01 0.06
N 0.721679 -0.268798 2.331261 0.02 -0.07 0.02 -0.46
C 2.841638 0.235304 -1.910131 0.02 0.01 -0.05 0.15
C 3.485862 -0.260333 -3.043752 0.01 0.02 0.04 -0.24
C 2.828767 -0.224437 -4.258273 -0.01 0.01 -0.03 -0.20
C 1.560738 0.339637 -4.316634 -0.03 0.01 -0.02 -0.29
C 1.013320 0.839604 -3.145503 0.07 0.00 0.03 0.04
N 1.628125 0.782602 -1.966952 -0.07 -0.09 0.02 -0.40
H 3.419036 -0.299387 4.299834 0.00 0.00 0.00 0.23
H 1.641849 -0.084684 6.075184 0.00 0.00 0.00 0.19
H -0.754697 -0.017482 5.330715 0.00 0.00 0.00 0.20
H -1.248387 -0.179083 2.890563 -0.02 0.01 0.03 0.26
H 4.483888 -0.661648 -2.934227 0.00 0.00 0.00 0.23
H 3.293310 -0.627341 -5.151722 0.01 0.00 0.01 0.19
H 1.006019 0.391008 -5.245415 0.00 0.00 0.00 0.20
H 0.034130 1.307620 -3.137521 -0.01 0.00 -0.01 0.19
C -2.992487 0.200049 -1.984025 -0.02 -0.01 0.00 -0.63
C -3.007737 0.028022 -0.473968 -0.14 -0.07 -0.06 -0.49
O -4.376426 -0.278421 -0.056973 0.03 -0.02 -0.04 -0.79
P -2.120799 -1.544695 0.001328 -0.29 0.32 0.16 2.32
O -0.882007 -1.905052 -0.908954 -0.26 -0.50 -0.35 -1.02
O -3.178646 -2.567499 -0.708015 0.07 -0.08 -0.04 -1.02
O -2.066921 -1.777237 1.455826 0.03 -0.14 0.06 -1.12
P -2.630399 1.618054 0.413466 0.25 -0.14 -0.04 2.35
O -3.731773 2.614024 -0.317218 -0.02 0.05 -0.01 -1.03
O -3.091668 1.402479 1.811569 -0.10 -0.02 0.06 -1.17
O -1.300475 2.178794 0.011332 -0.01 -0.03 -0.11 -1.19
H -3.255431 -0.734443 -2.482785 0.00 0.01 -0.02 0.21
H -1.990523 0.493158 -2.298025 0.02 -0.01 0.00 0.23
H -3.704283 0.976408 -2.268487 0.00 -0.01 0.01 0.21
H -4.388947 0.008244 0.874199 -0.02 0.00 0.02 0.51
H -0.042874 -1.468213 -0.499076 0.03 0.16 0.06 0.46
H -4.049701 -2.229214 -0.447326 -0.01 -0.02 -0.01 0.50
H -3.203586 3.185379 -0.885596 0.00 -0.01 0.00 0.48
```
Forces are in eV/Å.